Below is one molecule with the formula C4H7NO2, with properties calculated with ωB97M-V with the def2-TZVPD basis set.

Each line ends with the Mulliken charge.
Positions of all 14 atoms, in Å:
C (-2.087, -0.850, 0.233)  -1.164
C (-0.590, -0.710, 0.212)  0.880
O (0.161, -1.632, 0.438)  -0.534
C (-0.030, 0.695, -0.024)  -0.723
N (1.360, 0.737, 0.339)  -0.202
C (2.339, 0.609, -0.611)  0.155
O (3.468, 0.237, -0.390)  -0.524
H (-2.513, 0.000, 0.775)  0.332
H (-2.349, -1.787, 0.727)  0.321
H (-2.507, -0.846, -0.780)  0.301
H (-0.613, 1.430, 0.547)  0.312
H (-0.156, 0.966, -1.082)  0.321
H (1.573, 0.214, 1.181)  0.266
H (1.987, 0.930, -1.612)  0.259

HOMO-LUMO gap (Ha): 0.387
Structure (SMILES): CC(=O)CNC=O
Net charge: 0
HOMO energy (eV): -9.88
LUMO (eV): 0.67
Total energy (Eh): -361.8540
Relative energy (zero: lowest compared OMol25 entry of this formula, charge and spin) (kcal/mol): 16.9